DFT (wB97M-V/def2-TZVPD) results for an isolated molecule of C5H10N4 in a non-equilibrium geometry.

Geometry as XYZ:
```
19
Properties=species:S:1:pos:R:3:nbo_charge:R:1
N 1.96493 -1.41615 -0.48617 -0.844
N -2.30435 -0.86257 0.05915 -0.240
N -1.83264 0.13593 -0.87932 -0.468
N 1.43672 1.39790 0.58174 -0.824
C -1.40478 -1.05525 0.98632 0.052
C -0.99336 1.22814 -0.39350 -0.238
C 0.01948 -0.64696 0.82067 -0.353
C 0.71235 -0.74342 -0.49117 -0.047
C 0.34585 0.52935 -0.00805 0.096
H -2.56994 0.59711 -1.20346 0.352
H -1.63693 -1.66027 1.75515 0.186
H -0.93989 1.96648 -1.14090 0.209
H 0.63059 -0.96941 1.60296 0.238
H 2.90583 -0.83978 -0.21562 0.394
H 0.98003 1.89418 1.39167 0.363
H 1.72785 1.99278 -0.11430 0.353
H -1.32239 1.59767 0.63187 0.168
H 0.15160 -1.18255 -1.32637 0.230
H 2.12905 -1.96317 -1.57067 0.373
```

Output
total charge = 0
F_max = 5.58 eV/A
highest occupied orbital energy = -8.2 eV
LUMO energy = 0.9 eV

---

DFT (wB97M-V/def2-TZVPD) results for a structure of composition C33H42N3O7RbS3.

Geometry as XYZ:
```
89
Properties=species:S:1:pos:R:3:mulliken_charge:R:1
Rb 0.49194 0.70535 -0.61754 0.596
S -3.78001 0.47195 0.13126 0.476
S -1.52407 2.68932 -2.33869 0.973
S -0.95043 -1.63099 1.79738 0.571
O 2.41207 0.98133 1.81305 -0.759
O 1.25971 2.07863 -3.28783 -0.644
O 0.07005 -1.56515 0.70082 -0.499
O 6.19935 -1.45330 1.76291 -0.690
O 4.08789 -0.10018 -2.24685 -0.738
O -2.36865 0.29208 -0.34813 -0.046
O -0.90531 3.16007 -1.05077 -0.618
N 2.61067 3.36510 -2.01000 -0.255
N 3.26142 0.55959 -0.25698 0.173
N 4.32979 -0.20124 1.72609 0.158
C -4.64110 -1.04689 -0.26919 0.384
C -6.66146 -2.30922 -0.43901 -0.684
C -1.04563 -3.36122 3.96524 -0.302
C -6.01053 3.09756 -1.70544 -0.454
C -6.01915 -1.12061 -0.12700 -0.411
C -1.31169 4.03205 -3.51045 -1.027
C -0.25019 -2.77857 2.99181 0.044
C 6.64491 -0.35118 -0.91425 -1.466
C -3.89669 -2.11244 -0.74327 -0.300
C -5.13702 3.93593 -1.02614 -0.693
C 6.87011 1.11114 -0.54521 -1.091
C 3.47460 2.48274 -4.09926 -1.359
C 4.15861 -0.10891 -1.02056 -0.538
C -3.29297 2.87604 -2.11784 0.149
C 5.31192 -0.91088 -0.39748 2.699
C -4.15365 2.02642 -2.79596 -0.515
C -5.92763 -3.39345 -0.90509 -0.453
C -3.76767 3.82040 -1.22308 -0.348
C -0.46898 -4.24363 4.86704 -0.627
C 1.66774 -3.95980 3.78989 -0.493
C 2.35002 2.60831 -3.11033 0.843
C 3.88124 -3.03980 -0.32900 -1.060
C -3.77628 0.20319 1.93455 -0.685
C 5.16353 -2.38230 -0.83187 -1.501
C -4.55162 -3.29536 -1.06126 -0.850
C -5.52073 2.14115 -2.58772 -0.526
C -2.90033 1.21212 2.67143 -1.302
C -0.69493 -0.14718 2.83458 -0.858
C 1.09966 -3.07420 2.88454 -0.426
C -1.38729 1.16177 2.43022 0.355
C 0.88506 -4.54009 4.77933 -0.543
C 5.34014 -0.88462 1.11672 -0.079
C 3.27698 0.48057 1.08774 0.132
H 6.03258 -2.92657 -0.45735 0.437
H 1.33026 -5.23363 5.48067 0.380
H -1.01547 -0.43924 3.83851 0.568
H -0.94181 1.91460 3.08658 0.570
H -3.07669 1.06982 3.74259 0.465
H 3.80755 -4.06456 -0.69396 0.547
H 3.06487 2.39968 -5.10286 0.322
H -5.52181 4.67549 -0.33528 0.409
H 3.57134 3.52909 -1.76092 0.200
H -1.90198 3.80216 -4.39670 0.386
H 2.72126 -4.19675 3.71768 0.455
H -3.05701 4.43665 -0.68555 0.456
H 3.99689 1.55512 -3.85433 0.210
H -6.20467 1.48182 -3.10620 0.435
H -0.25067 4.04307 -3.74941 0.296
H 2.99455 -2.49837 -0.66568 0.200
H -3.75581 1.27123 -3.46414 0.399
H 7.44649 -0.96692 -0.50275 0.462
H 1.67683 -2.61683 2.09037 0.300
H -2.82570 -2.00248 -0.86156 0.466
H 1.97671 3.25769 -1.23300 0.193
H -6.43473 -4.31567 -1.15671 0.392
H 6.64051 -0.46927 -1.99877 0.436
H 6.89892 1.24336 0.53853 0.281
H 0.39273 -0.02050 2.83689 0.405
H 3.86401 -3.07778 0.76353 0.147
H -1.14993 1.49289 1.42127 -0.482
H -1.07626 -4.70871 5.63247 0.395
H 5.19054 -2.39610 -1.92196 0.467
H -2.10499 -3.13510 4.01676 0.416
H -6.58020 -0.25804 0.21464 0.426
H -3.47624 -0.83040 2.10255 0.403
H -7.07753 3.18404 -1.54424 0.420
H -4.82374 0.31689 2.22165 0.592
H 4.16814 3.32075 -4.04416 0.442
H 4.31066 -0.19222 2.73553 0.265
H 6.07196 1.73999 -0.94700 0.146
H -3.98645 -4.13905 -1.43483 0.436
H 7.81592 1.47258 -0.94942 0.479
H -3.24867 2.22212 2.43545 0.333
H -1.63045 4.96386 -3.04687 0.326
H -7.73530 -2.38625 -0.33044 0.406
```

Output
total charge = 0
F_max = 0.49 eV/A
highest occupied orbital energy = -8.4 eV
LUMO energy = 0.1 eV

---

DFT (wB97M-V/def2-TZVPD) results for a cluster of 11 separate species, C15H44N8O23S2 in total in a non-equilibrium geometry.

Geometry as XYZ:
```
92
Properties=species:S:1:pos:R:3:mulliken_charge:R:1
S 3.04694 -0.68332 3.61323 1.072
S 0.02005 4.54013 -0.55185 1.106
O -0.40888 -3.83967 4.79289 -0.556
O 0.96270 -0.57442 -1.66752 -0.390
O 1.21249 3.88579 -1.05761 -0.504
O 4.12824 -1.28742 4.40919 -0.662
O -1.89705 0.55605 2.90315 -0.474
O 3.58849 -0.16834 -3.92743 -0.511
O -2.98007 -5.73954 0.36353 -0.560
O 1.91104 -3.91392 -0.31597 -0.515
O -1.29037 4.38459 -1.24118 -0.637
O -2.90924 1.67547 1.35210 -0.484
O 2.57033 -1.37925 2.41044 -0.381
O -4.62572 -2.44748 -4.47275 -0.575
O 0.82211 0.89625 -0.03578 -0.352
O -2.92533 -1.91896 -5.53609 -0.569
O 0.42032 6.14977 -0.36489 -0.289
O 3.49062 -2.27172 -4.04776 -0.603
O 3.18330 2.69194 -4.03519 -0.555
O 3.43101 0.92842 3.25911 -0.486
O -3.89801 -1.18086 0.07409 -0.335
O 0.06005 -3.33594 2.72528 -0.472
O 0.56972 -3.60921 -1.92682 -0.311
O -5.84744 -1.71121 0.89830 -0.499
O 5.03737 3.39960 -3.31649 -0.645
N -5.14546 -1.12989 0.06349 0.669
N 4.02538 2.81398 -3.19145 1.071
N -2.89107 0.98617 2.37038 0.951
N 0.58699 -0.16418 -0.59062 0.844
N -3.42573 -2.31818 -4.48549 0.996
N 0.31123 -3.79142 3.84533 0.968
N 1.59766 -4.08184 -1.46403 0.858
N 3.02407 -1.16411 -4.26194 0.926
C -5.71864 -0.31454 -1.02037 -0.632
C 1.72709 -0.32582 4.72216 -0.786
C 1.60494 -4.40773 4.10044 -0.683
C -0.15427 8.45042 -0.03525 -1.271
C 1.64283 -1.04534 -4.85307 -0.618
C -0.35518 4.12013 1.27463 -0.861
C -0.66453 6.98279 -0.06117 -0.215
C 3.78444 2.26741 -1.85029 -0.800
C 2.45219 -4.93877 -2.37631 -0.816
C -1.87557 -5.08807 -0.21662 0.202
C 2.97426 2.93307 1.90094 -1.106
C -0.53934 -0.99245 -0.00443 0.222
C 2.59947 1.45386 2.31075 0.364
C -2.61596 -2.72284 -3.29831 -0.798
C -4.20634 0.69137 2.96203 -0.722
H 4.48846 1.49879 -1.53139 0.366
H -1.29553 -0.27227 0.30799 -0.088
H 1.65616 -1.21982 5.34169 0.435
H 2.23247 -3.57939 4.42934 0.141
H 1.43376 -2.00667 -5.32238 0.273
H -0.89930 -1.66718 -0.78112 -0.268
H -0.34646 3.04239 1.43745 0.076
H 2.05426 -4.79774 3.18715 0.229
H 0.36662 8.66461 -0.96847 0.331
H 2.89875 3.56212 2.78790 0.395
H 0.87420 -0.81924 -4.11404 0.185
H -4.71817 -0.07458 2.37940 0.129
H 2.11271 0.49007 5.33349 0.383
H -6.80721 -0.28188 -0.97532 0.317
H 0.24877 4.66493 2.00025 0.411
H -1.11533 6.73583 0.90003 0.276
H 3.63105 3.14423 -1.22120 0.354
H -1.34403 -4.51595 0.54381 -0.019
H -0.19338 -1.56458 0.85644 0.068
H -3.69074 -5.89007 -0.26407 0.314
H -5.30074 0.69202 -1.00303 0.285
H 1.64704 -5.13748 4.90902 0.329
H -1.02323 9.10565 0.02532 0.383
H -4.15181 0.37205 4.00278 0.291
H 3.15192 -5.48002 -1.73951 0.324
H 1.58022 1.28389 2.65763 0.056
H -4.76364 1.62376 2.87173 0.337
H -1.39151 4.45175 1.33901 0.433
H -1.47011 6.78905 -0.76940 0.388
H 1.75148 -0.20735 -5.54161 0.304
H -1.76160 -3.35422 -3.54233 0.286
H -2.17716 -4.28450 -0.88850 -0.209
H 4.04000 2.96740 1.67485 0.383
H 0.82484 -0.16118 4.13316 0.148
H 2.78272 1.83977 -1.89266 0.232
H -2.31318 -1.81692 -2.77320 0.271
H -5.39911 -0.78625 -1.94961 0.171
H 2.74273 0.83638 1.42402 0.205
H -3.37054 -3.21300 -2.68314 0.384
H 3.03888 -4.42355 -3.13685 0.219
H 2.42742 3.33974 1.05025 -0.003
H 1.72943 -5.66929 -2.73973 0.324
H -1.13063 -5.72313 -0.69606 0.270
H 0.53844 8.58104 0.79613 0.305
```

Output
total charge = 0
F_max = 4.08 eV/A
highest occupied orbital energy = -10.1 eV
LUMO energy = -0.7 eV

---

| no. | gap between HOMO and LUMO (eV) |
| --- | --- |
| 1 | 9.104 |
| 2 | 8.525 |
| 3 | 9.415 |